(1)
Computed, not measured: a 3-piece molecular cluster, C5H13NO2 overall in a non-equilibrium geometry, with ωB97M-V/def2-TZVPD.

ORCA input file:
```
! RIJCOSX wB97M-V def2-TZVPD def2/J DEFGRID3
* xyz 0 1
C -0.571 0.926 0.663
C -1.814 0.628 1.482
O 0.573 1.051 1.481
O -0.747 2.083 -0.125
H 0.369 1.627 2.237
H -1.163 2.783 0.403
H -0.513 -0.408 0.028
H -2.670 0.462 0.825
H -2.048 1.471 2.153
H -1.675 -0.259 2.104
C 0.800 -2.375 -0.376
C 1.503 0.254 -1.487
C 0.120 -0.287 -1.339
N -0.246 -1.503 -0.897
H -0.663 0.266 -1.859
H 0.330 -3.246 0.083
H 1.417 -1.900 0.397
H 1.474 -2.728 -1.164
H 1.462 1.337 -1.586
H 2.127 0.007 -0.630
H 1.935 -0.188 -2.392
*
```

Values from the calculation:
highest occupied orbital energy	-7.66	eV
maximum force	4.49	eV/A
electronic energy	-10976.810	eV
lowest unoccupied orbital energy	0.028	Ha

(2)
Computed, not measured: C44H63BrN4P3SSiTi as an isolated structure in a non-equilibrium geometry, with ωB97M-V/def2-TZVPD.

ORCA input file:
```
! RIJCOSX wB97M-V def2-TZVPD def2/J DEFGRID3
* xyz 0 2
Ti 0.359 -1.450 -0.789
C 3.665 -1.267 3.816
C 3.161 -0.821 2.446
C 3.711 0.569 2.134
P 1.328 -0.842 2.112
C 0.510 -2.012 3.295
C 0.488 -1.690 4.791
C 0.966 -3.457 3.078
C 0.833 0.830 2.677
C 1.066 1.291 3.976
C 0.758 2.589 4.342
C 0.203 3.448 3.401
C -0.030 2.996 2.115
C 0.297 1.692 1.714
Si -0.035 1.111 -0.080
C -1.669 2.153 -0.356
C -1.745 3.227 -1.251
C -2.896 3.973 -1.442
C -4.044 3.658 -0.733
C -3.995 2.615 0.176
C -2.832 1.871 0.389
P -2.753 0.512 1.624
C -2.988 1.362 3.253
C -3.135 0.292 4.338
C -4.023 2.470 3.419
C -4.285 -0.494 1.290
C -4.377 -0.767 -0.213
C -5.645 -0.076 1.846
C 1.232 2.153 -1.154
C 1.309 3.549 -1.006
C 2.022 4.361 -1.869
C 2.695 3.799 -2.948
C 2.700 2.426 -3.084
C 2.013 1.602 -2.186
P 2.350 -0.200 -2.210
C 4.234 -0.169 -1.989
C 4.864 -1.462 -1.468
C 4.822 0.983 -1.171
C 2.363 -0.635 -4.031
C 1.118 -0.258 -4.823
C 2.661 -2.123 -4.235
H 4.759 -1.266 3.812
H 3.339 -2.269 4.083
H 3.349 -0.583 4.604
H 3.558 -1.524 1.703
H 3.484 1.262 2.945
H 3.289 0.997 1.223
H 4.797 0.524 2.030
H -0.520 -1.947 2.931
H 1.481 -1.642 5.236
H -0.053 -2.493 5.299
H -0.035 -0.762 5.010
H 1.940 -3.642 3.535
H 1.024 -3.723 2.027
H 0.250 -4.130 3.553
H 1.506 0.636 4.716
H 0.946 2.928 5.352
H -0.059 4.462 3.676
H -0.515 3.667 1.415
H -0.880 3.494 -1.850
H -2.895 4.794 -2.148
H -4.958 4.220 -0.875
H -4.883 2.380 0.746
H -2.003 1.819 3.392
H -4.136 -0.141 4.345
H -2.960 0.723 5.326
H -2.424 -0.523 4.198
H -5.045 2.087 3.404
H -3.933 3.233 2.646
H -3.877 2.965 4.383
H -4.018 -1.448 1.761
H -3.390 -0.922 -0.652
H -4.968 -1.666 -0.401
H -4.852 0.067 -0.735
H -5.991 0.875 1.443
H -5.649 0.003 2.932
H -6.393 -0.827 1.573
H 0.775 4.023 -0.192
H 2.039 5.432 -1.711
H 3.234 4.423 -3.649
H 3.287 1.981 -3.880
H 4.560 -0.033 -3.026
H 4.598 -1.631 -0.425
H 5.951 -1.356 -1.521
H 4.582 -2.357 -2.015
H 4.860 0.720 -0.121
H 4.298 1.931 -1.267
H 5.853 1.139 -1.498
H 3.199 -0.061 -4.444
H 0.261 -0.859 -4.525
H 1.305 -0.462 -5.880
H 0.856 0.797 -4.724
H 1.849 -2.740 -3.847
H 3.580 -2.446 -3.752
H 2.760 -2.328 -5.303
C -1.991 -4.110 -3.273
C -1.248 -2.927 -2.754
N -0.095 -2.966 -2.177
N 0.494 -4.220 -2.162
C 1.534 -4.308 -1.383
N 2.200 -5.502 -1.427
S 2.174 -3.090 -0.347
C -1.795 -1.574 -2.936
C -2.993 -1.354 -3.599
C -3.338 -0.054 -3.933
C -2.462 0.966 -3.616
C -1.310 0.662 -2.908
N -0.986 -0.573 -2.533
H -1.424 -5.018 -3.109
H -2.208 -4.001 -4.337
H -2.944 -4.183 -2.743
H 1.702 -6.268 -1.850
H 2.796 -5.720 -0.648
H -3.624 -2.188 -3.863
H -4.265 0.153 -4.450
H -2.664 1.993 -3.880
H -0.606 1.434 -2.645
Br -1.354 -2.763 0.522
*
```

Values from the calculation:
highest occupied orbital energy (spin up / spin down)	-7.08 / -7.06	eV
maximum force	1.71	eV/A
<S²>	0.76
electronic energy	-192352.310	eV
lowest unoccupied orbital energy (spin up / spin down)	-0.009 / -0.012	Ha

(3)
Computed, not measured: C17H17Cl3N13S2Sc as an isolated structure in a non-equilibrium geometry, with ωB97M-V/def2-TZVPD.

ORCA input file:
```
! RIJCOSX wB97M-V def2-TZVPD def2/J DEFGRID3
* xyz 0 1
Sc -0.986 -0.043 0.805
N -3.129 3.065 1.385
C -2.365 2.621 2.460
N -2.238 3.264 3.626
N -1.376 2.532 4.330
N -1.004 1.480 3.604
N -1.581 1.527 2.403
C -2.810 2.651 0.090
N -3.206 3.233 -1.018
N -2.647 2.527 -1.975
N -2.000 1.510 -1.533
N -2.050 1.572 -0.124
H -3.569 3.985 1.490
S -2.238 -2.004 1.803
C -2.063 -2.409 0.177
N -1.775 -1.474 -0.697
C -1.690 -1.982 -1.999
C -1.667 -1.213 -3.122
C -1.598 -1.859 -4.355
C -1.660 -3.287 -4.413
C -1.752 -4.044 -3.251
C -1.760 -3.390 -2.036
S -2.053 -4.017 -0.418
H -1.722 -0.079 -3.059
H -1.535 -1.321 -5.289
H -1.593 -3.785 -5.379
H -1.888 -5.102 -3.239
Cl 1.952 1.923 4.677
C 0.968 0.406 4.863
Cl 1.989 -0.973 4.574
Cl 0.221 0.437 6.499
C 0.002 0.352 3.688
N 0.150 -0.308 2.662
C 1.858 -1.141 0.240
C 3.343 -0.895 0.199
N 3.670 0.319 -0.554
C 3.199 1.485 0.208
C 1.767 1.307 0.627
N 1.145 0.083 -0.139
C 1.464 0.281 -1.608
C 2.982 0.217 -1.820
H 1.614 -1.542 1.284
H 1.536 -1.880 -0.478
H 3.854 -1.782 -0.176
H 3.719 -0.656 1.214
H 3.234 2.356 -0.447
H 3.809 1.657 1.070
H 1.230 2.196 0.316
H 1.618 1.150 1.707
H 1.091 1.283 -1.901
H 0.930 -0.489 -2.173
H 3.359 0.999 -2.476
H 3.250 -0.738 -2.325
*
```

Values from the calculation:
highest occupied orbital energy	-8.42	eV
maximum force	2.72	eV/A
electronic energy	-117215.497	eV
lowest unoccupied orbital energy	-0.023	Ha